1.
The following is a quantum chemistry calculation of one molecule with the formula C5H11IN2 in a non-equilibrium geometry, from the OMol25 dataset.

XYZ file:
```
19
Properties=species:S:1:pos:R:3:nbo_charge:R:1
I 2.3863 2.4415 -2.0891 -0.10
N 1.1157 1.7739 -0.2854 -0.21
N 0.3769 2.7839 0.1341 -0.59
C -1.3781 -1.1473 0.0072 -0.41
C 0.2968 0.6679 -0.8044 -0.24
C -0.5306 -2.3632 0.4779 -0.40
C -0.2312 -0.2240 0.3139 -0.22
C 0.6388 -1.3668 0.7883 -0.40
H 0.8776 -1.2346 1.7868 0.21
H -0.6547 1.0542 -1.2930 0.16
H -1.6061 -1.0398 -1.1067 0.20
H -2.2363 -1.0518 0.6818 0.22
H 0.8065 -0.0150 -1.3951 0.22
H 0.8272 3.5884 0.5608 0.40
H -0.2526 0.5608 1.1687 0.21
H 1.4657 -1.4448 0.0989 0.20
H -0.6039 2.8960 -0.3492 0.35
H -0.8611 -2.6972 1.5124 0.20
H -0.4367 -3.1821 -0.2079 0.21
```

Its relative energy (zero: lowest compared OMol25 entry of this formula, charge and spin) is 172.4 kJ/mol. Its HOMO energy (alpha / beta) is -8.27 / -8.27 eV. The molecular weight is 226.06 g/mol.

***

2.
The following is a quantum chemistry calculation of a 2-piece molecular cluster, C5H11IO overall in a non-equilibrium geometry, from the OMol25 dataset.

XYZ file:
```
18
Properties=species:S:1:pos:R:3:nbo_charge:R:1
I -2.2551 -0.7185 0.4656 0.00
O -1.3650 2.1593 -0.3856 -0.53
C 1.5528 -1.8846 0.7973 -0.15
C -1.3117 0.8326 -0.8117 -0.17
C -2.5418 2.8227 -0.6578 -0.26
C 2.5769 -1.7045 -0.2669 -0.66
C 1.6130 -1.4788 2.0384 -0.43
H -0.1994 0.6059 -0.9617 0.22
H -3.4296 2.0636 -0.8081 0.18
H -2.4622 3.4121 -1.6388 0.18
H 0.8687 -1.8745 2.6051 0.20
H 3.5094 -1.8953 0.2254 0.22
H 2.5513 -1.0104 2.4267 0.19
H 2.3286 -2.4039 -1.0805 0.21
H 0.6624 -2.4427 0.3757 0.19
H -2.7351 3.5385 0.1763 0.20
H -1.8394 0.6679 -1.8256 0.19
H 2.4762 -0.6893 -0.6735 0.22
```

Its relative energy (zero: lowest compared OMol25 entry of this formula, charge and spin) is 0.0 kJ/mol. Its HOMO energy is -9.26 eV. The molecular weight is 214.05 g/mol.

***

3.
The following is a quantum chemistry calculation of C5H11InO2 as an isolated structure in a non-equilibrium geometry, from the OMol25 dataset.

XYZ file:
```
19
Properties=species:S:1:pos:R:3:mulliken_charge:R:1
In -0.9857 1.9500 0.8888 1.04
O -0.6731 0.3900 1.6593 -0.28
O -1.2662 1.8825 -0.9277 -0.28
C -0.6284 1.8269 -2.1697 -0.01
C 1.2979 -0.6667 2.4915 -1.09
C -0.4506 -1.8977 1.0618 -1.03
C 0.0964 0.5471 -2.5136 -1.09
C -0.0628 -0.6393 1.8115 0.97
H 2.0380 -1.0556 1.7922 0.36
H -1.4439 -1.7233 0.6481 0.34
H -0.4952 -2.7264 1.7685 0.40
H 0.4924 0.5719 -3.5288 0.37
H -0.6315 -0.2641 -2.5214 0.32
H -1.3638 2.0157 -2.9517 0.30
H 0.1196 2.6162 -2.2445 0.28
H 0.2091 -2.0813 0.2138 0.37
H 1.5639 0.3007 2.9175 0.38
H 0.8541 0.1873 -1.8174 0.28
H 1.3298 -1.2339 3.4218 0.38
```

Its charge is +2. Its relative energy (zero: lowest compared OMol25 entry of this formula, charge and spin) is 0.0 kJ/mol. Its HOMO energy is -18.68 eV. The molecular weight is 217.96 g/mol.

***

4.
The following is a quantum chemistry calculation of an isolated ion of composition C5H11N and charge -1 in a non-equilibrium geometry, from the OMol25 dataset.

XYZ file:
```
17
Properties=species:S:1:pos:R:3:lowdin_spin:R:1
N 0.8523 -1.0106 -0.0983 0.02
C -2.3241 1.4101 -1.2996 0.04
C -1.4531 0.5271 -0.7631 0.05
C 1.4638 -1.8035 1.0318 0.38
C 0.8838 0.5562 0.0173 0.10
C -0.5185 0.9895 0.4231 0.06
H -1.1934 -0.5059 -1.1640 0.01
H 1.4184 -2.9002 0.7961 0.08
H 0.6368 -1.7573 -0.7419 0.03
H 1.1406 1.0969 -0.8440 0.02
H -0.5041 2.0468 0.2342 0.01
H -2.8124 1.1253 -2.1430 0.01
H -2.3672 2.2666 -0.6383 0.00
H 1.6319 0.6453 0.7142 0.04
H 1.2367 -1.6199 2.1429 0.07
H 2.5929 -1.6312 0.9318 0.06
H -0.6845 0.5647 1.4007 0.03
```

Its charge is -1. As for the spin multiplicity: 2. Its relative energy (zero: lowest compared OMol25 entry of this formula, charge and spin) is 295.3 kJ/mol. Its HOMO energy (alpha / beta) is 1.48 / -4.30 eV. The molecular weight is 85.15 g/mol.

***

5.
The following is a quantum chemistry calculation of an isolated ion of composition C5H11N and charge -1 in a non-equilibrium geometry, from the OMol25 dataset.

XYZ file:
```
17
Properties=species:S:1:pos:R:3:lowdin_spin:R:1
N -0.2118 1.6535 -0.5381 0.04
C 0.8285 -0.6211 0.0368 0.10
C 0.4178 -2.8681 1.0670 0.04
C -1.1831 2.4968 -1.4158 0.36
C -0.4018 0.4469 0.1384 0.06
C 0.7867 -1.6026 1.0626 0.02
H -2.1500 2.6745 -0.6724 0.04
H 0.5959 -3.6379 1.8249 0.01
H 0.7033 -1.2173 2.0614 0.00
H -0.6548 0.6316 1.1882 0.01
H 0.3163 -3.2227 -0.0210 0.01
H 1.6616 0.1333 0.2169 0.02
H -0.7463 3.5104 -1.5166 0.07
H -1.2952 -0.1404 -0.1967 0.02
H 0.7517 1.6712 -1.0829 0.08
H 0.9322 -1.2366 -0.8814 0.04
H -1.3210 2.1474 -2.4876 0.09
```

Its charge is -1. As for the spin multiplicity: 2. Its relative energy (zero: lowest compared OMol25 entry of this formula, charge and spin) is 285.2 kJ/mol. Its HOMO energy (alpha / beta) is 1.42 / -4.46 eV. The molecular weight is 85.15 g/mol.

***

6.
The following is a quantum chemistry calculation of one molecule with the formula C5H11N in a non-equilibrium geometry, from the OMol25 dataset.

XYZ file:
```
17
Properties=species:S:1:pos:R:3:nbo_charge:R:1
N -1.0031 -0.1845 0.7677 -0.64
C 0.6684 -0.0702 -0.9883 -0.42
C -0.5420 0.7581 -1.4081 -0.42
C -1.3075 0.9887 -0.1064 -0.22
C 1.2698 -0.6701 1.4898 -0.61
C 0.2697 -0.7823 0.3292 -0.05
H 0.1884 -1.8466 0.0892 0.18
H 0.9698 -1.4578 2.1849 0.21
H -0.2240 1.6733 -1.9068 0.21
H -2.3779 1.0245 -0.2881 0.20
H 2.3159 -0.7856 1.2153 0.20
H -0.9434 1.8593 0.4382 0.18
H 1.0530 -0.7657 -1.7311 0.21
H -1.7961 -0.8177 0.7264 0.36
H 1.5037 0.6007 -0.7521 0.20
H -1.1830 0.2247 -2.1145 0.20
H 1.1384 0.2511 2.0547 0.21
```

Its relative energy (zero: lowest compared OMol25 entry of this formula, charge and spin) is 30.3 kJ/mol. Its HOMO energy is -8.73 eV. The molecular weight is 85.15 g/mol.

***

What is the relative energy (zero: lowest compared OMol25 entry of this formula, charge and spin) in the third record? 0.0 kJ/mol

***

Which value of relative energy (zero: lowest compared OMol25 entry of this formula, charge and spin) does entry 6 give? 30.3 kJ/mol